Record 1
14
Properties=species:S:1:pos:R:3:forces:R:3 method="wB97M-V/def2-TZVPD" total_energy_ev=-76374.5844 relative_energy_ev=1.886 charge=0 e_lumo_ev=0.80 gap_ha=0.3570 spin_multiplicity=1
C 1.323845 -2.068734 -0.079417 1.3653 -0.1823 -1.2544
C 1.377821 -0.772695 -0.085447 0.2524 -2.6471 0.8604
C 1.449275 0.468515 0.147362 -0.3215 2.6419 0.5372
C 0.198353 1.324243 0.113204 -0.0924 -0.1925 -1.5230
C -1.025623 0.398580 0.221315 -0.0420 1.0468 -1.4015
C -2.103158 0.511538 -0.589651 1.3761 -0.3464 2.8826
Br -3.701072 -0.112232 0.162420 -0.8083 -0.7246 -0.3305
H 0.949593 -2.737818 0.653563 -0.3797 0.0621 0.9861
H 1.946016 -2.565048 -0.808670 -0.5056 -0.2914 -0.7619
H 2.343355 0.905218 0.579565 0.0433 -0.1362 0.0392
H 0.137989 1.896103 -0.883403 0.0067 -0.3437 1.6992
H 0.310492 1.992501 1.008830 -0.6207 -0.2915 -0.9757
H -0.952773 -0.417602 0.948217 -0.3855 0.6324 0.0833
H -2.254107 1.177437 -1.387882 0.1119 0.7725 -0.8410

---

Record 2
16
Properties=species:S:1:pos:R:3:forces:R:3 method="wB97M-V/def2-TZVPD" total_energy_ev=-147905.5596 relative_energy_ev=4.054 charge=0 e_lumo_ev="-0.11 / -0.46" gap_ha="0.3424 / 0.2710" spin_multiplicity=1
C -0.596583 -1.807421 0.473737 1.4838 2.7075 -0.7246
C -1.068853 -0.574591 0.603397 -2.6931 0.5699 1.9703
C 0.661343 -2.080033 -0.252600 -1.6409 -1.7057 0.3113
C -0.580707 0.655820 -0.117150 -0.6308 0.6777 1.9588
C 0.827466 1.148566 0.254802 -1.0311 -1.8216 -1.6912
C 1.684227 1.898249 -0.705915 1.1520 0.4592 0.4886
N 1.437761 -1.223585 -0.676130 1.0241 0.2034 -0.4285
Br 1.320105 1.039968 2.053784 0.0429 0.1888 -0.2383
Br 0.622230 2.452838 -2.254766 -0.0244 0.5822 0.0203
H -1.043831 -2.653199 0.814959 -1.5033 -2.0157 1.2923
H -2.063291 -0.388699 1.203994 1.9988 -0.7158 -1.1930
H 0.650143 -3.221154 -0.381548 1.1787 1.2649 -0.4448
H -0.757826 0.246041 -1.106669 0.6903 1.0730 -0.7857
H -1.328970 1.503976 0.131038 1.0818 -1.2219 -0.7220
H 2.539358 1.385068 -1.315600 -1.2915 0.6053 2.0161
H 1.997246 2.778495 -0.032451 0.1627 -0.8514 -1.8295

---

Record 3
16
Properties=species:S:1:pos:R:3:forces:R:3 method="wB97M-V/def2-TZVPD" total_energy_ev=-79352.9064 relative_energy_ev=3.778 charge=0 e_lumo_ev="-0.82 / 0.47" gap_ha="0.2433 / 0.3248" spin_multiplicity=1
C 0.210376 -0.809337 -0.349729 1.1525 -0.3620 -0.2189
C 1.509749 -0.627192 -0.629114 -0.0619 -0.2971 0.0662
C -0.429634 0.396368 0.056480 -1.1616 0.5438 0.3142
C -3.384648 -0.911482 0.208665 0.1922 -0.4731 0.1689
C 2.199453 0.696222 -0.443904 -0.1137 0.2556 0.1672
C 1.486741 1.606880 0.576027 0.3910 -0.4287 -0.2703
N 0.049574 1.458676 0.416419 -0.7282 0.4950 0.1476
N -3.429521 -2.061611 0.570121 0.2950 0.1921 -0.0669
Br -4.737245 0.396049 -0.187776 -0.1985 0.1722 -0.0447
H -0.320946 -1.739020 -0.450572 -0.0272 -0.1144 -0.0698
H 2.110674 -1.429354 -1.034331 0.0175 -0.1760 -0.0529
H 3.229070 0.530548 -0.127049 0.0675 0.0232 -0.0898
H 2.233003 1.198712 -1.417859 0.0751 -0.0118 -0.0047
H 1.730868 1.320360 1.604205 0.0716 0.0464 -0.0421
H 1.750048 2.654731 0.430902 0.0861 -0.1089 0.0771
H -4.207560 -2.680548 0.777518 -0.0572 0.2438 -0.0810

---

Record 4
18
Properties=species:S:1:pos:R:3:forces:R:3 method="wB97M-V/def2-TZVPD" total_energy_ev=-82887.2829 relative_energy_ev=2.130 charge=+1 e_lumo_ev="-4.85 / -4.85" gap_ha="0.2887 / 0.2887" spin_multiplicity=1
N 1.040943 -0.323200 -2.935988 -1.2321 -2.2485 -4.3885
C 1.545153 0.165597 -1.875630 1.6927 0.9265 2.4743
O 2.678263 0.607985 -1.758854 0.2575 0.2926 0.2904
C 0.738343 0.184000 -0.610090 -7.4746 -2.2677 0.8600
N 1.380302 0.512636 0.439770 4.0400 0.5075 -0.9932
C 0.928394 0.629549 1.714019 -1.5632 -0.6831 -0.6314
C -0.351057 0.288308 1.987628 0.0232 0.4634 0.7834
C -1.385009 -0.150942 1.104435 3.5628 0.3321 -3.5538
N -2.569486 -0.363837 1.564631 -4.2850 -2.5355 -1.7822
C -1.036681 -0.301357 -0.270384 4.9672 1.7235 -0.0482
Br -2.226852 -0.743832 -1.669334 0.6135 0.1929 0.7726
H 0.208460 -0.943756 -2.895390 0.8660 0.9479 -0.2409
H 1.669440 -0.355972 -3.799617 -1.3501 -0.0153 1.7318
H 2.461233 0.634472 0.070551 -2.3266 0.2560 1.1336
H 1.584545 0.993471 2.451030 0.7852 0.2443 0.6134
H -0.683599 0.399391 3.011780 0.2117 0.0607 0.1601
H -2.736486 -0.257650 2.535475 -0.4746 -0.1708 0.6737
H -3.245906 -0.974864 0.935967 1.6863 1.9734 2.1449

---

Record 5
15
Properties=species:S:1:pos:R:3:forces:R:3 method="wB97M-V/def2-TZVPD" total_energy_ev=-87209.7854 relative_energy_ev=1.951 charge=0 e_lumo_ev=0.82 gap_ha=0.3191 spin_multiplicity=1
C 0.984310 1.190448 -0.548586 -0.4331 0.6285 -1.1451
C 2.083496 0.473465 -0.452717 2.1020 0.7051 -0.0109
C -0.366008 0.789603 -0.128163 1.1585 -1.4707 -0.0025
C -0.668603 -1.712158 0.101978 2.2451 3.4613 4.2529
C -0.504093 -0.347216 0.813067 3.0534 -2.3587 -2.5054
C 0.762118 -1.055725 1.214535 -2.7438 -1.7347 -1.1039
S 2.309851 -1.041802 0.389047 -0.3756 0.6139 0.1653
Br 0.806088 -1.997843 2.876983 -0.0089 0.1998 -0.0361
H 1.005188 2.082579 -1.189840 0.2425 -0.1961 0.5206
H 3.048030 0.917348 -0.812104 -0.9930 -0.6933 0.0922
H -0.918516 1.532308 0.285540 -1.3463 2.8617 0.9429
H -0.923946 0.405583 -0.926197 -0.8294 0.1613 -1.9431
H -1.063551 -2.412979 0.753861 -0.8519 -1.8105 0.2162
H -0.179879 -1.793042 -0.793715 0.6340 -0.7578 -2.1541
H -1.231701 -0.183910 1.491537 -1.8537 0.3903 2.7111

---

Record 6
19
Properties=species:S:1:pos:R:3:forces:R:3 method="wB97M-V/def2-TZVPD" total_energy_ev=-34028.6615 relative_energy_ev=2.436 charge=-1 e_lumo_ev="2.89 / 2.01" gap_ha="0.2521 / 0.2565" spin_multiplicity=3
C -0.128544 0.139217 0.063480 2.7611 -1.5554 1.8633
C 0.042821 1.529888 0.496834 0.3374 0.4892 -0.2802
C 0.893991 -0.866142 0.623978 1.9014 3.7833 0.4743
C 0.607420 -2.089628 0.724495 -0.4748 -1.1685 -0.3546
C -1.538813 -1.510060 -0.618026 -2.2951 -2.4846 4.4910
C -0.920546 2.452983 -0.123090 -1.5816 2.0183 -0.0992
N -1.170551 -0.269697 -0.440992 -1.9421 1.3934 -1.2345
N -2.190171 -2.116881 0.463900 0.7539 0.1764 -3.7475
O -2.805752 -3.221283 0.362703 0.4941 0.7385 0.3271
O 0.848097 1.806285 1.352802 -0.1064 0.3323 0.6371
Cl 1.410852 1.281588 -1.635982 0.5945 -0.1805 -0.9674
I 4.298893 0.013283 0.154731 1.6908 -0.2165 0.8093
H 3.087605 0.136159 -0.838190 -1.1027 0.3944 -0.9013
H 1.860199 -0.263645 0.974587 -2.1280 -1.5947 -0.4776
H 0.584767 -3.114861 0.931118 0.2839 -0.7466 0.2629
H -1.457716 -1.977133 -1.553523 -0.0241 -0.8844 -1.0746
H -1.736513 1.884381 -0.656933 0.5428 0.7325 1.1510
H -0.432342 2.966204 -0.970519 0.0282 0.0759 0.7316
H -1.253690 3.219340 0.688626 0.2666 -1.3031 -1.6105

---

Among the records above, which one has the highest charge?
C6H7BrN3O

---

The highest charge belongs to which entry?
C6H7BrN3O

---

Which of these has the highest charge?
C6H7BrN3O

---

The highest charge belongs to which entry?
C6H7BrN3O